56
Properties=species:S:1:pos:R:3 method="wB97M-V/def2-TZVPD" max_force_ha_per_bohr=0.017 smiles="C[C@H](NC(=O)[C@H]1N2C(=O)c3ccccc3[C@@H]2SC1(C)C)C(=O)NC[C@@H]1CCCO1" e_homo_ev=-9.161 total_charge=0 energy_ha=-1679.9245 de_lowest_ev=0.192
C 0.938 -3.658 1.600
C 0.626 -2.740 0.417
N 1.336 -1.485 0.523
C 2.235 -1.080 -0.392
O 2.820 -1.825 -1.148
C 2.478 0.437 -0.405
N 1.438 1.178 0.270
C 0.287 1.586 -0.367
O -0.196 1.029 -1.327
C -0.161 2.793 0.357
C -1.282 3.580 0.163
C -1.425 4.711 0.950
C -0.470 5.043 1.902
C 0.652 4.250 2.102
C 0.797 3.126 1.317
C 1.853 2.073 1.313
S 3.564 2.559 0.842
C 3.839 0.831 0.206
C 4.926 0.844 -0.854
C 4.234 -0.068 1.372
C -0.864 -2.366 0.432
O -1.258 -1.443 1.119
N -1.660 -3.136 -0.326
C -3.067 -2.863 -0.495
C -3.389 -2.288 -1.892
C -2.870 -0.862 -2.078
C -4.011 -0.034 -1.491
C -5.243 -0.890 -1.808
O -4.791 -2.215 -2.064
H 0.645 -3.175 2.529
H 0.393 -4.594 1.503
H 2.004 -3.870 1.630
H 0.921 -3.215 -0.524
H 0.811 -0.785 1.038
H 2.464 0.715 -1.470
H -2.013 3.308 -0.582
H -2.289 5.347 0.822
H -0.600 5.934 2.497
H 1.396 4.512 2.839
H 1.928 1.571 2.287
H 5.889 1.079 -0.408
H 4.709 1.585 -1.620
H 4.979 -0.139 -1.320
H 3.439 -0.146 2.110
H 5.121 0.332 1.859
H 4.459 -1.066 1.003
H -1.248 -3.829 -0.931
H -3.642 -3.783 -0.357
H -3.348 -2.146 0.277
H -3.005 -2.979 -2.653
H -2.754 -0.648 -3.141
H -1.921 -0.678 -1.582
H -3.881 0.077 -0.415
H -4.078 0.956 -1.935
H -5.759 -0.536 -2.709
H -5.962 -0.910 -0.983